This record from the OMol25 dataset describes C9H17N2OPb2 as an isolated structure in a non-equilibrium geometry. The level of theory is ωB97M-V/def2-TZVPD.

The geometry in ORCA input format:
```
! RIJCOSX wB97M-V def2-TZVPD def2/J DEFGRID3
* xyz 3 1
Pb 4.882 10.148 -23.341
Pb 2.420 7.836 -21.433
C 1.932 11.158 -21.151
O 2.957 10.244 -21.608
H 1.972 11.595 -20.154
H 2.047 11.981 -21.861
H 1.029 10.583 -21.369
C -0.279 11.956 -24.140
C -1.563 11.791 -25.011
C -2.838 11.907 -24.171
C -4.048 12.263 -24.907
N -5.035 12.539 -25.426
H 0.551 12.389 -24.701
H 0.180 10.957 -24.014
H -0.466 12.269 -23.114
H -1.468 10.760 -25.347
H -1.637 12.505 -25.826
H -2.708 12.724 -23.452
H -2.990 11.012 -23.566
C -1.457 14.717 -20.472
C 0.055 14.920 -20.580
C 0.521 16.383 -20.714
C -0.134 17.290 -19.811
N -0.630 18.064 -19.109
H -1.725 13.669 -20.342
H -1.939 15.093 -21.379
H -1.869 15.290 -19.642
H 0.517 14.323 -21.369
H 0.443 14.501 -19.642
H 0.331 16.670 -21.752
H 1.549 16.493 -20.356
*
```

As for the total energy: -922.1821 Ha. The energy above the lowest of the compared OMol25 structures with the same formula, charge and spin is 100.3 kcal/mol.

---

This record from the OMol25 dataset describes one molecule with the formula C9H17N3O4 in a non-equilibrium geometry. The level of theory is ωB97M-V/def2-TZVPD.

The geometry in ORCA input format:
```
! RIJCOSX wB97M-V def2-TZVPD def2/J DEFGRID3
* xyz 0 1
C 0.571 0.831 -0.777
C 1.160 1.065 0.612
C 0.980 -0.447 -1.386
C 2.482 -0.459 -1.842
C 0.068 -0.693 -2.613
C -0.452 -0.455 2.010
C 0.222 -1.813 1.996
C -1.737 -0.457 1.185
C -2.502 0.934 1.317
H 2.084 2.151 -1.342
H 0.679 2.716 -1.628
H -0.513 1.035 -0.983
H 0.719 -1.166 -0.564
H 3.212 -0.494 -1.053
H 2.637 0.332 -2.467
H 2.769 -1.362 -2.422
H 0.630 -1.382 -3.253
H -0.050 0.251 -3.100
H -0.957 -1.054 -2.419
H 0.561 1.357 2.459
H -0.782 -0.332 3.114
H -2.410 -1.183 1.732
H -1.577 -0.885 0.181
H -4.192 1.767 0.427
H -3.968 0.195 0.047
H 1.154 -2.872 3.215
N 1.182 1.871 -1.690
N 0.425 0.694 1.660
N -3.593 0.957 0.497
O 2.266 1.673 0.677
O 0.181 -2.683 1.152
O -2.186 1.844 2.091
O 0.939 -1.937 3.166
*
```

As for the total energy: -818.3637 Ha. Its structure (SMILES) is CC(C)[C@H](N)C(=O)N[C@@H](CC(N)=O)C(=O)O. The energy above the lowest of the compared OMol25 structures with the same formula, charge and spin is 38.8 kcal/mol.

---

This record from the OMol25 dataset describes one molecule with the formula C9H17N3O5 in a non-equilibrium geometry. The level of theory is ωB97M-V/def2-TZVPD.

The geometry in ORCA input format:
```
! RIJCOSX wB97M-V def2-TZVPD def2/J DEFGRID3
* xyz 0 1
C -1.232 -1.970 -0.811
C -0.447 -1.993 0.540
C -1.553 -0.430 -1.089
C -1.961 0.357 0.135
C -1.915 1.818 -0.321
C 1.558 -0.218 -0.062
C 2.973 -0.787 -0.581
C 1.591 1.233 0.472
C 2.714 1.846 1.236
H -2.134 -3.710 -0.876
H -2.704 -2.861 0.324
H -0.670 -2.311 -1.668
H -2.369 -0.515 -1.862
H -0.737 -0.061 -1.599
H -1.250 0.292 1.066
H -2.900 0.055 0.519
H -3.290 2.430 1.032
H -2.616 3.591 0.182
H 1.012 -1.378 1.658
H 0.931 -0.011 -1.006
H 0.660 1.297 1.047
H 0.516 2.024 -0.991
H 3.736 1.569 0.832
H 2.618 2.948 1.297
H 2.785 1.295 2.181
H 2.555 -2.617 -0.034
N -2.433 -2.759 -0.651
N -2.513 2.698 0.540
N 0.752 -1.228 0.705
O -0.906 -2.497 1.494
O -1.251 2.038 -1.340
O 3.764 -0.021 -1.093
O 1.542 1.976 -0.731
O 3.173 -2.100 -0.545
*
```

As for the total energy: -893.5925 Ha. Its structure (SMILES) is C[C@@H](O)[C@H](NC(=O)[C@@H](N)CCC(N)=O)C(=O)O. The energy above the lowest of the compared OMol25 structures with the same formula, charge and spin is 58.3 kcal/mol.

---

This record from the OMol25 dataset describes an isolated ion of composition C9H17N6 and charge +1 in a non-equilibrium geometry. The level of theory is ωB97M-V/def2-TZVPD.

The geometry in ORCA input format:
```
! RIJCOSX wB97M-V def2-TZVPD def2/J DEFGRID3
* xyz 1 1
C -3.283 0.745 0.144
C -1.961 1.018 0.046
C -2.171 -1.156 0.348
C -1.470 -2.369 0.423
C -0.107 -2.040 0.361
C 1.770 1.206 -2.187
C 1.090 1.047 2.247
C 1.602 -0.074 -1.460
C 1.927 0.453 1.050
N -1.273 -0.147 0.212
N -3.460 -0.635 0.370
N -0.004 -0.675 0.091
N -1.288 2.156 -0.270
N 0.937 -2.900 0.403
N 1.016 0.195 -0.077
H -4.003 1.452 0.051
H -1.872 -3.353 0.618
H 2.564 1.815 -1.789
H 2.080 1.103 -3.162
H 0.898 1.790 -2.255
H 0.197 0.462 2.323
H 1.753 1.007 3.138
H 0.814 2.072 1.956
H 0.739 -0.625 -1.937
H 2.682 -0.508 -1.272
H 2.645 1.289 0.636
H 2.293 -0.613 1.243
H -4.362 -1.068 0.311
H -1.833 2.785 -0.897
H -0.398 2.125 -0.886
H 0.663 -3.898 0.360
H 1.815 -2.662 -0.139
*
```

As for the total energy: -681.3387 Ha. Its structure (SMILES) is CCN(CC)n1c(=[NH2+])cc2[nH]cc(N)n21. The energy above the lowest of the compared OMol25 structures with the same formula, charge and spin is 82.1 kcal/mol.

---

This record from the OMol25 dataset describes a 2-piece molecular cluster, C9H17NO overall in a non-equilibrium geometry. The level of theory is ωB97M-V/def2-TZVPD.

The geometry in ORCA input format:
```
! RIJCOSX wB97M-V def2-TZVPD def2/J DEFGRID3
* xyz 0 1
C 4.181 -1.105 0.098
C 2.533 0.568 -0.634
C 2.124 0.896 0.755
C 2.224 1.994 -0.227
C -2.440 0.267 1.430
C -3.262 -0.511 0.453
C -3.225 -0.135 -1.000
C -4.439 0.143 -0.172
C -5.738 -0.618 -0.418
H 3.346 -1.355 0.761
H 4.381 0.113 -1.574
H 1.775 0.127 -1.297
H 2.910 0.887 1.510
H 1.122 0.619 1.131
H 3.066 2.688 -0.163
H 1.290 2.439 -0.527
H -2.404 1.321 1.208
H -1.430 -0.156 1.424
H -2.885 0.202 2.413
H -3.360 -1.587 0.687
H -2.610 0.700 -1.332
H -3.261 -0.949 -1.748
H -4.556 1.182 0.171
H -6.406 -0.540 0.448
H -5.569 -1.680 -0.631
H -6.291 -0.193 -1.266
N 3.865 0.031 -0.699
O 5.260 -1.628 0.246
*
```

As for the total energy: -483.0495 Ha. Its structure (SMILES) is C[C@@H]1C[C@H]1C.O=CNC1CC1. The energy above the lowest of the compared OMol25 structures with the same formula, charge and spin is 41.8 kcal/mol.

---

This record from the OMol25 dataset describes one molecule with the formula C9H17NO2S in a non-equilibrium geometry. The level of theory is ωB97M-V/def2-TZVPD.

The geometry in ORCA input format:
```
! RIJCOSX wB97M-V def2-TZVPD def2/J DEFGRID3
* xyz 0 1
O 2.031 3.871 -0.438
O -0.290 1.347 -0.780
N 1.149 -0.501 2.123
S 1.899 2.818 -1.467
C 2.573 -0.756 2.295
C 0.223 -1.070 3.112
C -1.063 -1.369 2.359
C -0.527 2.632 -2.795
C 2.032 1.302 -0.444
C -0.986 -0.623 1.057
C 0.015 2.621 -1.357
C 0.663 1.129 0.243
C 0.475 -0.291 0.830
H 2.839 -0.827 3.333
H 3.149 0.070 1.865
H 2.919 -1.714 1.814
H 0.082 -0.349 3.904
H 0.607 -2.018 3.532
H -1.122 -2.433 2.096
H -1.936 -1.102 2.922
H -0.170 3.574 -3.255
H -1.634 2.605 -2.818
H -0.167 1.721 -3.286
H 2.298 0.491 -1.102
H 2.797 1.410 0.307
H -1.572 0.310 1.160
H -1.378 -1.233 0.227
H -0.368 3.424 -0.722
H 0.493 1.875 1.028
H 0.847 -1.037 0.132
*
```

As for the total energy: -956.4836 Ha. The energy above the lowest of the compared OMol25 structures with the same formula, charge and spin is 28.8 kcal/mol.

---

This record from the OMol25 dataset describes C9H17NOPPt as an isolated structure in a non-equilibrium geometry. The level of theory is ωB97M-V/def2-TZVPD.

The geometry in ORCA input format:
```
! RIJCOSX wB97M-V def2-TZVPD def2/J DEFGRID3
* xyz 1 5
C 0.094 0.320 -3.720
C -1.174 -0.395 -3.624
C -0.977 -1.553 -2.823
C 0.396 -1.572 -2.363
C 1.094 -0.462 -2.987
Pt -0.241 0.576 -1.471
P -0.876 2.621 -1.036
H 0.303 1.192 -4.337
H -2.093 -0.099 -4.133
H -1.696 -2.340 -2.620
H 2.168 -0.297 -2.978
H 0.878 -2.390 -1.847
H -1.907 2.814 -0.068
H -1.399 3.250 -2.207
H 0.268 3.380 -0.628
C 0.501 -0.248 3.884
N 0.670 -0.644 2.484
C 1.661 -1.634 2.158
C -0.024 -0.110 1.483
C -1.091 0.861 1.818
O 0.338 -0.472 0.304
H 1.202 -0.831 4.463
H -0.514 -0.447 4.238
H 0.702 0.816 4.053
H 1.190 -2.479 1.646
H 2.430 -1.220 1.495
H 2.099 -1.950 3.105
H -0.590 1.824 2.005
H -1.789 0.921 0.977
H -1.625 0.569 2.728
*
```

As for the total energy: -943.2944 Ha.

---

Repeat the sixth record exactly.
This record from the OMol25 dataset describes one molecule with the formula C9H17NO2S in a non-equilibrium geometry. The level of theory is ωB97M-V/def2-TZVPD.

The geometry in ORCA input format:
```
! RIJCOSX wB97M-V def2-TZVPD def2/J DEFGRID3
* xyz 0 1
O 2.031 3.871 -0.438
O -0.290 1.347 -0.780
N 1.149 -0.501 2.123
S 1.899 2.818 -1.467
C 2.573 -0.756 2.295
C 0.223 -1.070 3.112
C -1.063 -1.369 2.359
C -0.527 2.632 -2.795
C 2.032 1.302 -0.444
C -0.986 -0.623 1.057
C 0.015 2.621 -1.357
C 0.663 1.129 0.243
C 0.475 -0.291 0.830
H 2.839 -0.827 3.333
H 3.149 0.070 1.865
H 2.919 -1.714 1.814
H 0.082 -0.349 3.904
H 0.607 -2.018 3.532
H -1.122 -2.433 2.096
H -1.936 -1.102 2.922
H -0.170 3.574 -3.255
H -1.634 2.605 -2.818
H -0.167 1.721 -3.286
H 2.298 0.491 -1.102
H 2.797 1.410 0.307
H -1.572 0.310 1.160
H -1.378 -1.233 0.227
H -0.368 3.424 -0.722
H 0.493 1.875 1.028
H 0.847 -1.037 0.132
*
```

As for the total energy: -956.4836 Ha. The energy above the lowest of the compared OMol25 structures with the same formula, charge and spin is 28.8 kcal/mol.